# 1
A molecular structure, C30H46N5O2RhSi2, computed with wB97M-V/def2-TZVPD.

Each line ends with the Löwdin spin population.
Cartesian coordinates (Å):
Rh: -0.6224 -0.3531 -0.0374  1.386
C: -4.1991 -1.6986 -2.0807  0.042
C: -3.3040 -0.9334 -1.1344  0.295
O: -2.0345 -1.2103 -1.1979  0.244
C: -3.9036 -0.0035 -0.2604  0.126
C: -3.3204 0.8212 0.6820  0.275
C: -4.1375 1.7688 1.5123  0.039
N: -1.9351 0.8160 0.9087  0.383
N: -1.4603 1.6188 1.7922  0.145
C: -0.1042 1.6064 1.8748  0.191
O: 0.5970 0.8564 1.0838  0.162
C: 0.5306 2.5099 2.8040  0.007
C: 1.9300 2.6185 2.8343  0.044
C: 2.5460 3.4820 3.7180  -0.003
C: 1.7918 4.2585 4.5900  0.054
C: 0.4037 4.1613 4.5649  -0.004
C: -0.2246 3.3033 3.6855  0.045
H: -3.5966 -2.2399 -2.8081  0.000
H: -4.8777 -1.0243 -2.6058  0.009
H: -4.8069 -2.4203 -1.5280  0.015
H: -4.9791 0.0811 -0.3507  -0.001
H: -5.1913 1.6900 1.2545  0.000
H: -3.8084 2.8020 1.3638  0.011
H: -4.0088 1.5507 2.5764  0.011
H: 2.5106 2.0143 2.1493  0.003
H: 3.6264 3.5562 3.7348  -0.001
H: 2.2760 4.9360 5.2807  0.003
H: -0.1877 4.7639 5.2429  -0.002
H: -1.3025 3.2293 3.6603  0.002
C: -0.7424 -4.1354 -1.2982  -0.001
Si: 0.7577 -3.0088 -1.5304  0.036
C: 0.6976 -2.1225 -3.1992  0.002
C: 2.2067 -4.2266 -1.7226  0.018
C: 0.9657 -1.8766 -0.0059  0.162
C: 0.4016 -2.6055 1.1667  0.018
C: 0.9083 -3.7736 1.7411  0.003
C: 0.2610 -4.3260 2.8302  -0.002
C: -0.8727 -3.7017 3.3388  0.005
C: -1.3142 -2.5474 2.7204  0.010
N: -0.6968 -2.0275 1.6638  0.100
Si: 2.6796 -1.2089 0.4938  0.015
C: 3.2320 0.3159 -0.4745  0.002
C: 2.7446 -0.9569 2.3680  0.001
C: 4.0705 -2.4681 0.1785  0.006
H: -0.9507 -4.6967 -2.2118  0.000
H: -1.6310 -3.5644 -1.0364  0.000
H: -0.5516 -4.8559 -0.4987  0.000
H: 0.8837 -2.8485 -3.9936  0.000
H: 1.4625 -1.3462 -3.2708  0.000
H: -0.2813 -1.6766 -3.3805  0.000
H: 1.9151 -4.9977 -2.4397  0.002
H: 2.4679 -4.7297 -0.7900  0.000
H: 3.1044 -3.7385 -2.1053  0.000
H: 1.7974 -4.2322 1.3306  0.001
H: 0.6333 -5.2353 3.2848  0.000
H: -1.3980 -4.1036 4.1936  0.001
H: -2.1888 -2.0172 3.0802  0.000
H: 2.6450 1.1969 -0.2109  0.000
H: 3.1627 0.1476 -1.5519  0.000
H: 4.2791 0.5256 -0.2424  0.000
H: 1.8502 -0.4616 2.7418  0.000
H: 3.6104 -0.3545 2.6527  0.000
H: 2.8328 -1.9236 2.8696  0.000
H: 4.3226 -2.5502 -0.8801  0.000
H: 3.8305 -3.4676 0.5454  0.000
H: 4.9655 -2.1320 0.7083  0.001
C: 0.3603 1.3424 -2.5722  0.010
C: 0.6014 2.4552 -3.6255  0.003
N: -0.3416 3.5501 -3.4104  0.000
C: -0.1102 4.1202 -2.0840  0.004
C: -0.2838 3.0278 -0.9932  0.005
N: -0.6809 1.7641 -1.6255  0.095
C: -1.9334 1.9705 -2.3622  0.006
C: -1.7061 3.0299 -3.4776  0.003
H: 1.2623 1.1241 -2.0042  0.002
H: 0.0158 0.4259 -3.0431  0.002
H: 0.4650 2.0745 -4.6400  0.000
H: 1.6137 2.8582 -3.5541  0.000
H: -0.8163 4.9408 -1.9420  0.000
H: 0.8972 4.5402 -2.0635  0.000
H: -1.0548 3.3092 -0.2724  0.001
H: 0.6418 2.8570 -0.4414  0.000
H: -2.6958 2.2984 -1.6531  0.001
H: -2.2498 1.0106 -2.7748  0.002
H: -2.3937 3.8707 -3.3666  0.000
H: -1.8599 2.6007 -4.4696  0.000

Its expectation value of S² is 6.031. The value obtained for the total energy is -2284.47997 a.u. Its multiplicity is 5. The energy above the lowest of the compared OMol25 structures with the same formula, charge and spin comes out at 144.3 kJ/mol. For the HOMO energy (spin up / spin down), the calculation gives -4.74 / -7.98 eV.

***

# 2
8 unconnected molecules or ions with the total composition C30H46O25S, computed with wB97M-V/def2-TZVPD.

Each line ends with the Löwdin charge.
Cartesian coordinates (Å):
C: -3.1333 0.8869 7.2981  0.008
C: -3.1458 -0.5638 7.8976  -0.332
C: -3.7726 -0.6847 9.3016  -0.123
O: -4.5291 -1.8163 9.2797  0.110
C: -4.7394 -2.1514 8.0391  -0.537
O: -5.6050 -2.9448 7.7227  0.144
O: -4.0525 -1.2984 7.2292  0.071
H: -3.6494 1.5793 7.9632  0.073
H: -3.6891 0.9210 6.3610  0.087
H: -2.1052 1.1857 7.0936  0.077
H: -2.2295 -1.1104 7.6744  0.155
H: -4.3642 0.2207 9.4365  0.127
H: -3.1268 -0.6574 10.1793  0.140
C: -6.2152 -11.5568 -0.4719  -0.011
C: -5.7721 -10.1435 -1.0634  -0.341
C: -4.6952 -9.5081 -0.2182  -0.096
O: -4.1602 -8.6907 -1.2569  0.030
C: -4.3601 -9.2152 -2.5332  -0.455
O: -3.7447 -9.0140 -3.5685  0.146
O: -5.1052 -10.3396 -2.2796  0.052
H: -6.3856 -11.4771 0.6017  0.072
H: -5.4549 -12.3353 -0.5339  0.083
H: -7.1978 -11.8854 -0.8106  0.073
H: -6.6740 -9.5819 -1.3068  0.156
H: -4.0055 -10.2655 0.1541  0.146
H: -5.3705 -8.9727 0.4492  0.144
C: -0.7770 -1.7024 0.7824  -0.026
C: -0.1036 -0.6686 -0.1455  -0.243
C: -1.0850 0.1570 -1.1059  -0.055
O: -0.8478 1.4677 -0.6123  0.080
C: 0.1332 1.5035 0.2686  -0.615
O: 0.5537 2.5495 0.7416  0.117
O: 0.5364 0.3369 0.6881  0.110
H: -0.1320 -2.5809 0.8042  0.074
H: -1.7600 -1.9906 0.4099  0.079
H: -0.8969 -1.4169 1.8275  0.085
H: 0.5356 -1.2835 -0.7790  0.139
H: -2.1467 -0.0512 -0.9734  0.127
H: -0.8327 -0.0639 -2.1431  0.127
C: 7.8752 -2.0097 3.5260  -0.005
C: 8.0624 -3.1702 4.5269  -0.321
C: 7.8176 -4.5199 4.0122  -0.124
O: 9.1110 -5.0126 3.7081  0.053
C: 10.0777 -4.2319 4.3210  -0.546
O: 11.2820 -4.3971 4.3381  0.141
O: 9.4483 -3.2335 4.8617  0.097
H: 8.6336 -2.1813 2.7621  0.096
H: 8.1052 -1.0907 4.0651  0.088
H: 6.8606 -2.0110 3.1278  0.089
H: 7.4314 -2.9279 5.3821  0.154
H: 7.1730 -4.4643 3.1350  0.139
H: 7.4534 -5.2465 4.7384  0.140
C: 0.0620 3.2209 -8.1224  -0.022
C: -0.6368 2.1966 -9.0606  -0.252
C: -0.0273 0.7405 -9.2089  -0.131
O: -1.0488 -0.0835 -8.8189  0.028
C: -2.1287 0.6211 -8.2185  -0.443
O: -3.1166 0.1524 -7.6631  0.128
O: -1.9353 1.9489 -8.4609  0.043
H: -0.5096 4.1316 -7.9434  0.084
H: 1.0184 3.5390 -8.5373  0.079
H: 0.3170 2.7505 -7.1727  0.085
H: -0.9485 2.6478 -10.0027  0.144
H: 0.8235 0.6450 -8.5342  0.127
H: 0.2721 0.4708 -10.2217  0.131
C: 9.6609 2.8699 -7.6058  -0.020
C: 9.2610 1.9753 -6.4210  -0.267
C: 9.3610 2.4918 -4.9416  -0.047
O: 8.1166 1.9596 -4.4509  0.053
C: 7.2605 1.7490 -5.4447  -0.528
O: 6.2129 1.0672 -5.2637  0.082
O: 7.8464 1.8636 -6.6362  0.059
H: 8.8646 3.5147 -7.9777  0.091
H: 10.1117 2.3358 -8.4422  0.079
H: 10.4872 3.5331 -7.3500  0.076
H: 9.6566 0.9596 -6.4203  0.154
H: 9.2657 3.5747 -4.8616  0.133
H: 10.2117 2.0743 -4.4030  0.135
C: 2.2220 10.9811 1.5222  -0.036
C: 1.8043 9.7180 0.9452  -0.386
C: 0.3046 9.4609 0.8871  -0.023
O: 0.1167 9.0964 -0.5183  0.117
C: 1.1661 9.3109 -1.1717  -0.578
O: 1.1809 9.1864 -2.4322  0.075
O: 2.1655 9.8099 -0.4076  0.091
H: 1.9340 11.9023 1.0156  0.104
H: 3.3026 10.8701 1.4324  0.100
H: 1.8635 11.0462 2.5495  0.098
H: 2.2375 8.8444 1.4323  0.160
H: -0.2137 10.4124 1.0060  0.137
H: 0.0072 8.6874 1.5951  0.140
O: -9.1726 -1.2631 2.6309  -0.251
S: -8.8755 0.1706 2.7649  0.649
O: -7.6940 0.7375 2.1400  -0.219
O: -10.1504 0.9614 2.3267  -0.211
C: -11.1884 1.0066 3.3788  -0.094
C: -10.4463 0.4835 4.6990  -0.152
O: -9.0951 0.6278 4.2769  -0.208
H: -11.5561 1.9870 3.6817  0.118
H: -12.0464 0.4090 3.0709  0.124
H: -10.7373 -0.5633 4.7862  0.112
H: -10.8130 0.8257 5.6668  0.132

The value obtained for the total energy is -3449.77824 a.u. Its multiplicity is 1. The energy above the lowest of the compared OMol25 structures with the same formula, charge and spin comes out at 635.5 kJ/mol. As for the structure (SMILES): C[C@H]1COC(=O)O1.C[C@H]1COC(=O)O1.C[C@H]1COC(=O)O1.C[C@H]1COC(=O)O1.C[C@H]1COC(=O)O1.C[C@H]1COC(=O)O1.C[C@H]1COC(=O)O1.O=S1(=O)OCCO1. For the HOMO energy, the calculation gives -10.18 eV.

***

# 3
A molecular structure, C30H47AlCl2N4O6S2Si, computed with wB97M-V/def2-TZVPD.

Each line ends with the Löwdin charge.
Cartesian coordinates (Å):
C: 2.9566 3.8058 3.1733  0.008
C: 1.7521 4.1948 2.2852  -0.343
H: 3.8814 4.0301 2.6492  0.081
H: 2.9257 2.7436 3.4647  0.091
H: 2.9727 4.4347 4.0436  0.068
C: 1.0095 5.3477 2.5578  -0.064
C: 1.6029 6.6778 2.8343  -0.091
H: -0.0468 5.2111 2.7670  0.113
H: 2.5932 6.7524 2.3675  0.084
H: 1.6917 6.9764 3.8911  0.083
H: 0.9637 7.4191 2.3530  0.073
Al: 0.6793 -0.6799 -1.3733  -0.463
Cl: 1.2786 -1.7603 0.4359  0.458
C: -1.7526 -0.3625 -0.1532  -0.282
O: -1.1143 -0.4995 -1.2698  -0.134
N: -3.0363 -0.1721 -0.2791  -0.125
C: -3.5420 -0.1089 -1.6549  0.000
C: -3.9631 -0.3841 0.8210  -0.033
H: -1.2740 -0.4231 0.8610  0.065
H: -2.7211 0.2435 -2.3061  0.092
H: -4.3875 0.5770 -1.6616  0.091
H: -3.8536 -1.1190 -1.9657  0.092
H: -3.4268 -0.3943 1.7738  0.043
H: -4.4982 -1.3264 0.6962  0.091
H: -4.6862 0.4196 0.8151  0.079
H: -0.2962 -4.6204 -4.2698  0.120
H: 0.3090 -6.1019 -1.5303  0.090
C: 0.8026 -4.5779 -4.1206  -0.009
C: 1.2322 -5.7953 -2.0428  -0.024
N: 1.1267 -4.4968 -2.7092  -0.141
H: 1.2143 -3.7180 -4.6294  0.093
C: 0.9688 -3.4118 -1.9679  -0.226
O: 0.8021 -2.2071 -2.4169  -0.003
H: 2.0181 -5.7866 -1.2899  0.100
H: 1.0794 -3.6148 -0.8810  0.084
H: 1.2850 -5.4940 -4.4745  0.088
H: 1.4933 -6.5436 -2.7857  0.085
H: 2.3890 3.6351 -1.7582  0.086
H: -0.5235 4.6812 -1.6682  0.078
C: 1.9969 3.5166 -2.7839  -0.028
C: -0.3260 4.3681 -2.7008  -0.039
N: 0.5772 3.2122 -2.7698  -0.185
H: 2.5620 2.7349 -3.3255  0.097
C: 0.0294 1.9614 -2.8799  -0.360
O: 0.5781 0.8753 -3.1592  -0.059
H: -1.2672 4.0586 -3.1619  0.094
H: -1.0590 1.9815 -2.6421  0.136
H: 2.0789 4.4787 -3.3026  0.083
H: 0.1605 5.1803 -3.2522  0.091
O: 1.9119 3.6822 0.7731  -0.065
C: 0.9590 3.0441 1.6435  -0.321
C: -1.2547 3.1492 0.3055  -0.106
C: -0.5490 3.0021 1.5315  -0.195
H: -0.6210 3.1817 -0.5992  0.037
C: -2.6401 3.2363 0.2596  -0.092
H: 1.4344 2.0940 1.8266  0.102
C: -1.3538 2.4852 2.5758  -0.033
H: -3.1234 3.5373 -0.6774  0.106
C: -3.4003 3.0655 1.4165  -0.101
C: -2.7455 2.5738 2.5519  -0.090
H: -0.8450 1.9663 3.4029  0.122
H: -4.4737 3.2320 1.4245  0.101
H: -3.3178 2.2932 3.4206  0.102
Si: 4.2397 0.1122 -0.7081  0.595
Cl: 0.7311 1.2211 -0.4204  0.687
C: 4.0042 -0.3238 -2.5577  -0.230
C: 4.2588 -1.6165 0.0812  -0.307
C: 5.7688 0.9888 -0.3293  -0.254
H: 2.9975 -0.6225 -2.9171  0.001
H: 4.6843 -1.1797 -2.7549  0.035
H: 4.3541 0.5200 -3.1780  0.020
H: 5.8892 1.8734 -0.9524  0.026
H: 6.5485 0.2536 -0.5656  0.034
H: 5.7988 1.2375 0.7323  0.030
H: 3.7495 -2.3813 -0.5307  0.000
H: 3.8366 -1.5965 1.1005  -0.006
H: 5.3208 -1.8855 0.1561  0.019
O: -1.5146 -4.5963 -0.8849  -0.310
S: -2.4223 -3.8019 -0.0940  0.658
O: -3.6066 -3.2706 -0.7783  -0.311
N: -1.6779 -2.6631 0.7823  -0.179
C: -1.8596 -2.7436 2.1199  -0.839
S: -1.4394 -1.4723 3.0981  0.656
C: -2.5401 -3.9757 2.4891  -0.225
C: -2.9281 -4.4533 3.7469  -0.011
C: -3.6707 -5.6525 3.8352  -0.055
C: -4.0215 -6.3555 2.6589  -0.067
C: -3.6592 -5.8503 1.4078  -0.046
C: -2.9268 -4.6811 1.3482  -0.225
H: -2.6534 -3.8938 4.6296  0.100
H: -3.9778 -6.0285 4.8033  0.098
H: -4.5744 -7.2731 2.7381  0.095
H: -3.9270 -6.3517 0.4849  0.118

The value obtained for the total energy is -4090.48705 a.u. Its multiplicity is 1. The energy above the lowest of the compared OMol25 structures with the same formula, charge and spin comes out at 428.8 kJ/mol. For the HOMO energy (spin up / spin down), the calculation gives -7.58 / -6.22 eV.